Entry 1:
DFT (wB97M-V/def2-TZVPD) results for H4NO2PS in the gas phase at a distorted geometry.

Results
ΔE to the lowest compared entry with this formula, charge and spin in kcal/mol: 108.4
SMILES: NS(=O)(=O)P
HOMO level in eV: -10.21
Kohn-Sham gap in eV: 9.984

Structure (ORCA input):
```
! RIJCOSX wB97M-V def2-TZVPD def2/J DEFGRID3
* xyz 0 1
N -1.393 0.039 -0.330
S -0.130 0.703 0.568
O -0.666 0.434 2.039
O 0.132 2.049 0.165
P 1.500 -0.785 0.196
H -2.258 -0.420 0.082
H -1.570 0.634 -1.154
H 0.275 -1.546 0.048
H 1.505 -0.845 1.616
*
```

Atom charges from the Löwdin analysis, given in e for atoms 1 to 5:
1. N -0.192
2. S 0.405
3. O -0.479
4. O -0.374
5. P 0.714

Entry 2:
DFT (wB97M-V/def2-TZVPD) results for a molecular structure, C47H65Br54IO6SSi2 at a distorted geometry.

Results
HOMO level in eV: -8.42
Kohn-Sham gap in eV: 7.965

Structure (ORCA input):
```
! RIJCOSX wB97M-V def2-TZVPD def2/J DEFGRID3
* xyz 0 1
C -1.500 -6.105 -0.978
C -1.670 -6.434 0.614
C -0.971 -5.234 1.425
Si 0.933 -5.415 1.625
I 2.087 -6.400 -0.325
O 1.540 -3.873 2.145
Si 2.598 -3.135 0.955
C 2.676 -1.277 1.390
C 3.150 -0.321 0.186
O 4.281 -0.808 -0.567
C 3.958 -1.157 -1.929
C 4.985 -0.616 -3.034
O 5.263 0.806 -2.990
C 4.128 1.579 -2.606
C 2.808 1.590 -3.411
C 1.606 2.437 -2.857
C 1.711 3.257 -1.533
C 0.439 4.082 -0.945
C 0.623 5.616 -1.486
C -0.892 3.529 -1.643
C 0.402 4.157 0.652
C -0.424 3.011 1.401
C 0.059 3.059 2.964
C -2.032 3.282 1.468
C -0.157 1.508 0.910
C 3.091 3.257 -0.772
C 4.302 2.428 -1.290
C 4.415 -3.799 1.045
S 4.759 -4.867 2.517
O 4.012 -4.467 3.764
O 4.605 -6.354 2.216
O -3.080 -6.436 1.018
C -3.579 -7.782 1.158
C -3.758 -8.464 -0.302
C -2.916 -9.726 -0.614
C -3.040 -10.360 -2.029
C -3.989 -9.713 -3.088
C -4.841 -8.444 -2.738
C -4.738 -7.777 -1.300
H -0.922 -6.977 -1.466
H -0.844 -5.164 -1.115
H -2.512 -6.010 -1.494
H -1.207 -7.450 0.862
H -1.243 -4.247 0.907
H -1.448 -5.179 2.488
H 1.132 -6.343 2.762
H 2.105 -3.308 -0.408
H 3.330 -1.166 2.340
H 1.613 -0.932 1.683
H 2.223 -0.056 -0.423
H 3.490 0.668 0.683
H 2.907 -0.880 -2.273
H 4.011 -2.316 -1.989
H 5.971 -1.213 -2.976
H 4.518 -0.858 -4.062
H 2.735 0.976 -4.382
H 0.653 2.389 -3.502
H 1.572 6.068 -1.047
H -0.332 6.185 -1.165
H 0.671 5.521 -2.638
H -0.837 2.376 -1.604
H -1.870 3.903 -1.188
H -0.899 3.796 -2.768
H 1.437 4.211 1.154
H -0.108 5.163 0.921
H -0.653 2.380 3.574
H -0.070 4.127 3.344
H 1.103 2.620 3.108
H -2.163 4.395 1.194
H -2.452 3.056 2.518
H -2.553 2.674 0.648
H -1.128 1.007 0.530
H 0.674 1.377 0.141
H 0.157 0.871 1.826
H 3.272 3.852 0.192
H 5.315 2.384 -0.743
H 4.688 -4.272 0.040
H 5.106 -2.875 1.154
H 6.134 -4.687 2.809
H -4.642 -7.744 1.604
H -2.960 -8.438 1.870
H -2.241 -10.121 0.213
H -2.416 -11.305 -2.239
H -4.037 -10.195 -4.117
H -5.505 -7.997 -3.562
H -5.356 -6.843 -1.048
C 1.027 9.057 -3.493
Br 1.024 8.862 -1.566
Br 2.755 8.615 -4.250
Br -0.405 8.044 -4.323
H 0.840 10.109 -3.709
C -8.894 -7.546 -2.648
Br -10.362 -8.443 -1.748
Br -7.182 -7.933 -1.809
Br -8.865 -7.935 -4.549
H -9.065 -6.474 -2.544
C -2.851 10.378 -0.054
Br -1.279 11.071 0.848
Br -2.881 10.861 -1.933
Br -3.041 8.462 0.201
H -3.715 10.848 0.409
C 4.436 -2.757 6.757
Br 2.596 -2.682 7.369
Br 5.158 -0.984 6.432
Br 5.556 -3.783 7.962
H 4.432 -3.281 5.800
C -6.304 11.925 2.965
Br -8.131 11.537 3.489
Br -5.481 10.422 2.056
Br -6.183 13.554 1.920
H -5.738 12.091 3.882
C 4.911 5.554 -6.182
Br 3.805 4.246 -5.271
Br 6.486 4.740 -6.968
Br 3.897 6.579 -7.482
H 5.259 6.257 -5.426
C 1.591 12.488 -6.316
Br 1.587 12.296 -4.386
Br 3.320 12.052 -7.079
Br 0.160 11.472 -7.142
H 1.403 13.538 -6.532
C -4.924 13.989 6.641
Br -6.750 13.603 7.168
Br -4.102 12.484 5.731
Br -4.804 15.616 5.594
H -4.358 14.155 7.556
C -2.678 -3.897 5.296
Br -4.199 -2.703 5.442
Br -3.184 -5.626 4.570
Br -1.223 -3.092 4.297
H -2.311 -4.071 6.306
C 9.009 -3.535 5.399
Br 7.659 -2.961 4.128
Br 9.126 -2.333 6.918
Br 8.741 -5.374 5.952
H 9.968 -3.493 4.886
C 9.762 -9.419 6.666
Br 10.381 -8.676 4.985
Br 8.191 -8.495 7.331
Br 9.474 -11.333 6.542
H 10.556 -9.263 7.394
C -11.712 -12.441 -3.081
Br -13.235 -11.249 -2.928
Br -12.224 -14.180 -3.774
Br -10.277 -11.647 -4.115
H -11.329 -12.600 -2.074
C -0.015 15.720 -2.179
Br -1.348 16.284 -3.470
Br 0.105 16.947 -0.681
Br -0.307 13.894 -1.593
H 0.949 15.741 -2.686
C 6.725 0.920 -8.619
Br 6.704 0.761 -6.687
Br 8.456 0.455 -9.362
Br 5.291 -0.094 -9.442
H 6.549 1.969 -8.854
C 11.811 -11.645 2.622
Br 13.387 -10.956 3.519
Br 11.766 -11.135 0.752
Br 11.633 -13.563 2.852
H 10.947 -11.185 3.100
C -8.183 -3.172 -1.571
Br -6.943 -4.665 -1.539
Br -7.671 -1.838 -2.883
Br -10.013 -3.764 -1.819
H -8.131 -2.694 -0.594
C -7.388 9.286 8.182
Br -5.820 9.990 9.081
Br -7.431 9.788 6.309
Br -7.556 7.368 8.420
H -8.257 9.742 8.654
C -5.501 -5.708 -6.518
Br -7.040 -5.422 -7.664
Br -5.875 -5.226 -4.677
Br -4.819 -7.519 -6.664
H -4.714 -5.042 -6.869
*
```

Atom charges from the Löwdin analysis, given in e for atoms 1 to 5:
1. C -0.083
2. C -0.392
3. C -0.288
4. Si 0.143
5. I 0.603

Entry 3:
DFT (wB97M-V/def2-TZVPD) results for a molecular structure, C27H30LiNO4SSi at a distorted geometry.

Results
HOMO level in eV: -0.67
Kohn-Sham gap in eV: 5.091

Structure (ORCA input):
```
! RIJCOSX wB97M-V def2-TZVPD def2/J DEFGRID3
* xyz -2 1
Li -1.440 0.435 0.688
C 0.550 4.347 -1.085
O -0.525 3.689 -0.461
C -1.770 4.234 -0.754
C -2.842 3.398 -0.077
O -2.881 2.042 -0.457
C -3.123 1.808 -1.823
H 0.591 5.407 -0.792
H 0.475 4.288 -2.181
H 1.446 3.826 -0.752
H -1.937 4.266 -1.844
H -1.846 5.269 -0.379
H -3.818 3.874 -0.266
H -2.640 3.372 0.995
H -3.983 2.394 -2.179
H -3.337 0.743 -1.910
H -2.248 2.037 -2.441
S -4.379 -3.373 -0.125
C -5.163 -1.863 0.092
C -4.300 -0.818 0.177
C -2.903 -1.149 0.069
C -2.762 -2.492 -0.084
C -1.565 -3.324 -0.178
C -1.613 -4.727 -0.053
C -0.451 -5.465 -0.133
C 0.758 -4.810 -0.331
C 0.723 -3.429 -0.432
N -0.387 -2.701 -0.369
H -6.244 -1.847 0.150
H -4.656 0.195 0.333
H -2.566 -5.208 0.120
H -0.481 -6.545 -0.032
H 1.692 -5.352 -0.402
H 1.643 -2.868 -0.575
C 3.194 -0.564 -4.114
C 3.899 0.169 -3.166
C 3.331 0.434 -1.924
C 2.053 -0.029 -1.578
C 1.363 -0.758 -2.558
C 1.922 -1.027 -3.803
Si 1.104 0.536 0.016
C 2.051 -0.448 1.388
C 1.360 -1.375 2.177
C 1.970 -2.018 3.249
C 3.287 -1.733 3.579
C 3.987 -0.793 2.830
C 3.374 -0.162 1.756
H 3.625 -0.759 -5.091
H 4.894 0.536 -3.400
H 3.866 1.042 -1.204
H 0.365 -1.118 -2.326
H 1.361 -1.589 -4.542
H 2.386 2.037 0.251
H 0.318 -1.581 1.956
H 1.408 -2.729 3.846
H 3.757 -2.221 4.426
H 5.013 -0.549 3.092
H 3.903 0.608 1.208
C 0.326 2.490 3.037
O -0.636 2.076 4.003
C -1.666 1.191 3.604
O -1.595 0.855 2.416
H 0.948 3.253 3.510
H -0.147 2.909 2.143
H 0.961 1.664 2.712
*
```

Atom charges from the Löwdin analysis, given in e for atoms 1 to 5:
1. Li 0.370
2. C -0.123
3. O -0.216
4. C -0.247
5. C -0.192

Entry 4:
DFT (wB97M-V/def2-TZVPD) results for C27H40O4 in the gas phase.

Results
ΔE to the lowest compared entry with this formula, charge and spin in kcal/mol: 5.3
SMILES: CCCCCC(=O)O[C@]1(C(C)=O)CC[C@@H]2[C@@H]3CCC4=CC(=O)CC[C@]4(C)[C@H]3CC[C@@]21C
HOMO level in eV: -9.25
Kohn-Sham gap in eV: 9.807

Structure (ORCA input):
```
! RIJCOSX wB97M-V def2-TZVPD def2/J DEFGRID3
* xyz 0 1
C -7.492 -0.321 1.105
C -7.250 -1.804 0.846
C -6.771 -2.101 -0.576
C -5.461 -1.419 -0.969
C -4.279 -1.844 -0.089
C -3.017 -1.202 -0.624
O -2.305 -1.712 -1.449
O -2.870 0.000 -0.068
C -1.847 0.965 -0.356
C -2.472 2.335 -0.039
C -3.811 2.322 0.642
O -1.919 3.359 -0.351
C -1.314 1.005 -1.803
C 0.194 1.283 -1.703
C 0.479 1.572 -0.223
C 1.917 1.299 0.240
C 2.908 2.069 -0.627
C 4.324 1.879 -0.091
C 4.685 0.428 -0.038
C 5.836 -0.003 -0.567
C 6.351 -1.365 -0.457
O 7.378 -1.724 -0.994
C 5.534 -2.274 0.433
C 4.050 -1.950 0.327
C 3.724 -0.488 0.686
C 3.928 -0.263 2.195
C 2.260 -0.194 0.244
C 1.229 -0.940 1.094
C -0.184 -0.723 0.560
C -0.579 0.759 0.539
C -0.816 1.263 1.962
H -6.560 0.240 1.084
H -8.161 0.092 0.353
H -7.947 -0.179 2.082
H -8.185 -2.346 1.006
H -6.528 -2.187 1.569
H -6.653 -3.182 -0.685
H -7.543 -1.781 -1.279
H -5.577 -0.336 -0.919
H -5.232 -1.679 -2.005
H -4.437 -1.521 0.939
H -4.163 -2.927 -0.127
H -3.792 1.672 1.512
H -4.551 1.929 -0.053
H -4.085 3.335 0.926
H -1.824 1.791 -2.360
H -1.507 0.059 -2.301
H 0.754 0.414 -2.045
H 0.474 2.131 -2.325
H 0.277 2.633 -0.048
H 1.998 1.678 1.265
H 2.865 1.704 -1.654
H 2.653 3.130 -0.634
H 5.041 2.419 -0.710
H 4.380 2.291 0.921
H 6.485 0.688 -1.090
H 5.726 -3.313 0.159
H 5.887 -2.134 1.458
H 3.493 -2.625 0.978
H 3.732 -2.140 -0.701
H 3.471 -1.064 2.768
H 4.990 -0.239 2.429
H 3.497 0.682 2.512
H 2.174 -0.559 -0.786
H 1.288 -0.604 2.129
H 1.431 -2.011 1.080
H -0.240 -1.134 -0.448
H -0.889 -1.279 1.183
H -1.652 0.731 2.415
H -1.033 2.328 1.969
H 0.063 1.096 2.578
*
```

Atom charges from the Löwdin analysis, given in e for atoms 1 to 5:
1. C -0.104
2. C -0.266
3. C -0.218
4. C -0.191
5. C -0.083